This record from OMol25 describes a molecular structure, C26H32F6O3SiSn. The level of theory is ωB97M-V/def2-TZVPD.

Atoms and positions in Å:
Sn  -0.764  -1.301  -1.393
Si  0.828  -3.373  -2.036
F  0.395  0.267  -5.089
F  2.122  3.074  -2.582
F  1.799  1.845  -0.841
F  1.739  1.954  -4.976
F  3.297  1.285  -2.287
F  2.452  -0.032  -4.531
O  0.924  -0.288  -2.337
O  -1.340  -3.043  1.226
O  1.427  -1.975  0.758
C  2.510  -2.966  -2.823
C  -1.100  2.224  1.789
C  -1.050  3.165  4.137
C  -1.865  3.261  1.147
C  1.404  0.786  -4.364
C  0.429  1.381  3.552
C  -0.337  1.738  -2.840
C  -0.776  0.043  0.317
C  -2.648  2.975  -0.006
C  2.053  1.790  -2.145
C  0.784  -2.267  1.976
C  0.978  0.954  -2.883
C  -0.532  3.161  5.418
C  -3.379  3.942  -0.662
C  -2.088  -4.091  0.672
C  0.482  2.284  5.795
C  -0.112  -3.468  1.787
C  0.940  1.386  4.832
C  -1.857  4.624  1.536
C  -0.871  1.041  1.023
C  -0.579  2.288  3.122
C  -3.380  5.270  -0.232
C  1.086  -5.150  -1.333
C  2.336  -0.907  0.884
C  -0.224  -3.813  -3.585
C  -2.594  5.586  0.869
H  0.889  2.290  6.799
H  -1.532  -4.597  -0.123
H  -2.368  -4.834  1.435
H  0.806  0.668  2.834
H  -2.534  6.616  1.210
H  -1.173  -4.273  -3.291
H  2.906  -3.847  -3.340
H  2.739  -0.725  -0.111
H  -1.218  4.943  2.347
H  -2.990  -3.654  0.248
H  2.386  -2.157  -3.542
H  -1.114  1.143  -3.316
H  0.381  -4.173  1.112
H  1.537  -2.473  2.755
H  -2.660  1.954  -0.369
H  0.170  -1.411  2.283
H  0.140  -5.693  -1.284
H  -0.298  -3.967  2.750
H  1.831  -0.001  1.227
H  3.150  -1.172  1.577
H  1.525  -5.171  -0.332
H  -0.612  1.898  -1.798
H  -0.469  -2.911  -4.151
H  -1.875  3.830  3.921
H  0.299  -4.505  -4.256
H  1.755  -5.704  -1.999
H  -0.259  2.703  -3.343
H  -3.962  3.654  -1.532
H  -0.945  3.852  6.148
H  1.719  0.672  5.084
H  -3.958  6.027  -0.748
H  3.248  -2.630  -2.090

Results
HOMO-LUMO gap, Eh: 0.1736
HOMO level, eV: 0.08
Charge: -2
Relative energy (zero: lowest compared OMol25 entry of this formula, charge and spin), kJ/mol: 111.9

Atomic partial charges in e from the natural (NBO) method, atoms 1 to 5: 0.7450, 1.0362, -0.3351, -0.3474, -0.3076